ORCA calculation (ωB97M-V/def2-TZVPD) on C13H10AsNO10RhS as an isolated structure at a distorted geometry.

Results
strongest force on any atom	0.0714	hartree/bohr
gap between HOMO and LUMO (alpha / beta)	6.6 / 7.0	eV
energy	-110278.251	eV
energy above the lowest of the compared OMol25 structures with the same formula, charge and spin	122.8	kcal/mol
net charge	+1
molecular weight	550.1	g/mol
LUMO (alpha / beta)	-0.1918 / -0.1887	hartree

```
37
C13H10AsNO10RhS, DFT ωB97M-V/def2-TZVPD
Rh 0.52 -0.67 0.08
O 0.39 3.97 -0.16
C 0.27 2.65 -0.04
O 1.18 1.87 0.05
C -1.15 2.19 0.00
C -2.24 3.06 0.00
C -3.51 2.51 0.03
C -3.65 1.13 0.03
C -2.51 0.35 0.02
N -1.28 0.87 0.01
C -2.50 -1.16 -0.05
O -3.63 -1.83 0.07
O -1.46 -1.75 -0.24
H 1.33 4.20 -0.19
H -2.08 4.13 -0.01
H -4.38 3.15 0.03
H -4.64 0.70 0.03
H -4.39 -1.27 0.24
O 2.37 0.18 2.11
As 3.79 -0.48 1.22
O 3.36 -1.32 -0.50
O 2.50 -0.27 -0.45
C 3.65 -2.21 2.08
C 4.84 -2.59 2.69
C 4.95 -3.74 3.46
C 3.86 -4.55 3.64
C 2.65 -4.22 3.03
C 2.53 -3.07 2.26
S 0.94 -2.89 1.51
O 0.26 -1.63 1.97
O 0.21 -4.08 1.74
O 1.16 -2.52 0.03
H 2.67 0.69 2.88
H 5.71 -1.95 2.56
H 5.90 -3.99 3.92
H 3.93 -5.45 4.24
H 1.79 -4.87 3.15
```